47
Properties=species:S:1:pos:R:3:forces:R:3:mulliken_charge:R:1 method="wB97M-V/def2-TZVPD" spin_multiplicity=6 e_homo_ev="-13.809 / -15.826" de_lowest_kcal_mol=0.3 total_charge=+2 orbital_gap_ha="0.2710 / 0.1865"
I -0.00681 -0.91848 -3.05862 0.0 0.1 -1.8 0.29
I 0.08383 2.38450 -1.04716 -0.1 0.8 -0.9 0.39
Ru -0.07267 -0.13338 -0.21715 0.0 2.8 2.4 0.11
P 2.20244 -0.03134 0.05327 2.2 0.1 1.0 1.38
P -2.33862 0.12099 0.04862 -1.9 0.2 0.9 1.22
Si -0.57579 -0.20145 3.45840 0.2 -0.2 0.8 0.08
O -0.19575 -3.13088 -0.54796 0.2 3.1 0.8 -0.24
C -0.05912 0.71562 1.83647 0.1 1.6 0.4 -0.39
C -2.98091 1.62464 0.85278 0.1 0.0 0.0 -1.05
C -2.30568 0.08154 4.08562 -0.1 0.0 -0.5 -1.15
C 2.84493 1.57626 0.62391 0.1 0.1 -0.3 -1.36
C -0.16460 -1.94162 2.90626 -0.5 -0.1 -0.3 -0.27
C -3.15276 -1.27418 0.84760 -0.1 -0.3 0.0 -1.23
C -3.06126 0.17126 -1.59360 0.0 -0.1 -0.4 -1.11
C 0.48111 0.23460 4.96928 0.2 0.3 -0.7 -1.15
C 3.03248 -0.29326 -1.52420 0.1 -0.2 -0.2 -1.29
C 2.98624 -1.24124 1.14829 -0.1 -0.1 0.1 -1.25
C -0.13728 -1.98264 -0.38146 -0.3 -6.8 -1.4 -0.55
H -4.07836 1.55432 0.87951 0.3 0.0 0.1 0.46
H 3.93426 1.49147 0.71985 -0.2 0.1 0.1 0.53
H -2.48894 1.15200 4.24455 0.0 -0.2 0.0 0.38
H -2.70624 2.49990 0.24783 -0.1 -0.2 0.2 0.39
H 2.64700 2.32770 -0.15673 0.2 -0.1 0.2 0.48
H -4.15399 0.13926 -1.51908 0.2 0.1 -0.1 0.46
H -1.00083 -2.63677 3.00349 0.1 -0.1 0.1 0.42
H -4.22755 -1.06130 0.91287 0.2 -0.1 0.2 0.50
H 2.63655 -1.21681 -1.96473 0.4 0.3 0.0 0.33
H -2.72256 -1.47598 1.83706 -0.3 0.0 -0.4 -0.06
H -3.06130 -0.32074 3.40384 -0.2 0.2 0.4 0.40
H 3.99294 -0.88869 1.41443 -0.3 -0.1 0.0 0.47
H 2.38024 -1.39231 2.05115 0.3 0.0 -0.2 0.15
H 0.51276 1.32033 5.13559 -0.1 -0.3 0.1 0.36
H 1.51261 -0.10686 4.83789 0.0 0.0 0.1 0.35
H 2.80590 0.54652 -2.18257 0.1 -0.1 -0.1 0.33
H 0.03657 -1.79528 1.83404 0.1 -0.5 0.4 -0.45
H 0.71212 -2.36220 3.38855 0.0 -0.1 0.1 0.45
H 2.37663 1.90754 1.55983 0.4 -0.1 -0.3 0.36
H -3.03562 -2.16104 0.21180 0.0 0.1 0.2 0.41
H -2.72197 1.09838 -2.07775 -0.3 -0.3 -0.1 0.32
H 0.96198 0.93513 2.21229 -0.3 -0.1 -0.5 -0.08
H -2.68083 -0.69340 -2.15478 -0.4 0.4 0.1 0.28
H -2.37677 -0.40833 5.06443 -0.1 0.0 -0.2 0.41
H 4.11505 -0.37022 -1.37009 -0.2 0.0 0.0 0.46
H -2.57709 1.74057 1.86749 -0.3 -0.1 -0.3 0.15
H -0.51160 1.72353 1.70895 0.3 -0.6 0.4 0.55
H 0.06781 -0.26130 5.86389 0.1 0.2 -0.4 0.33
H 3.07596 -2.19149 0.60692 -0.1 0.1 0.2 0.39